(1)
74
Properties=species:S:1:pos:R:3:forces:R:3:mulliken_charge:R:1 method="wB97M-V/def2-TZVPD" homo_ev=-9.1 total_energy_ha=-1308.80123 smiles=COC[C@H](C)N.COC[C@H](C)N.COC[C@H](C)N.COC[C@H](C)N.O.O orbital_gap_ha=0.354 lumo_ev=0.57
C 0.95099 2.14186 1.49035 -0.6428 0.0175 0.2871 -0.779
O 0.32216 0.91413 1.85587 0.3920 0.0226 0.2640 -0.311
C -0.11190 0.14196 0.76727 0.0604 0.2317 -0.4785 -0.500
C -1.07524 -0.92485 1.23716 0.4637 -0.3141 0.2793 0.405
C -0.42294 -1.85002 2.25920 -0.4355 -0.1818 0.4422 -1.255
N -1.53254 -1.62158 0.05005 -0.3178 0.0677 -0.5952 -0.504
H 1.83324 2.27812 2.11280 0.1155 -0.0275 -0.1542 0.324
H 0.25700 2.95581 1.72160 0.0638 0.0697 -0.1806 0.277
H 1.17245 2.16033 0.42305 0.2380 0.0465 0.0028 0.300
H -0.59225 0.77458 0.00917 -0.1327 -0.0390 0.1126 0.315
H 0.74622 -0.33680 0.25697 -0.0169 -0.0071 0.1215 0.166
H -1.91458 -0.43926 1.73674 -0.1338 0.1060 -0.2030 0.313
H 0.05021 -1.28055 3.06007 0.0494 -0.0198 -0.0041 0.405
H 0.30287 -2.53634 1.81829 0.0987 0.1682 -0.1783 0.157
H -1.20286 -2.47741 2.70207 0.1408 0.0048 0.0056 0.350
H -2.25651 -2.30637 0.22870 0.2654 0.0040 0.3570 0.217
H -0.75894 -2.12557 -0.36892 -0.0376 -0.0634 -0.0086 0.167
C 5.20331 2.21875 0.00698 -0.0310 0.3951 -0.2539 -0.709
O 5.44536 1.00798 0.66794 -0.0173 -0.2033 0.1673 -0.417
C 4.25128 0.25964 0.85045 0.0749 0.4055 -0.1098 -0.084
C 4.57508 -0.93046 1.72694 0.1991 0.2324 -0.5595 0.502
C 3.45777 -1.94478 1.68099 -0.1802 -0.2484 0.0847 -1.254
N 4.79393 -0.44232 3.07767 0.0173 0.4036 0.1442 -0.633
H 4.75817 2.05442 -0.98452 -0.0612 -0.0077 0.0978 0.296
H 6.14844 2.73998 -0.14065 0.0603 -0.1308 0.0901 0.293
H 4.54488 2.87504 0.59146 -0.0507 -0.0861 -0.0491 0.275
H 3.50004 0.90756 1.32507 -0.0620 -0.1930 0.0115 -0.361
H 3.86467 -0.05758 -0.12783 0.0018 -0.0724 0.0300 0.492
H 5.48699 -1.33801 1.26319 -0.0449 -0.2606 0.2440 0.214
H 3.61744 -2.72882 2.42496 -0.0190 -0.0067 -0.0534 0.434
H 3.40191 -2.41445 0.69752 0.0352 -0.0128 0.0093 0.431
H 2.48745 -1.48777 1.88655 0.0538 0.0862 0.0888 0.063
H 5.08058 -1.15977 3.72991 0.0144 -0.0753 -0.0824 0.197
H 5.50180 0.28391 3.06304 0.1013 -0.1131 0.0375 0.241
C -2.22033 -5.90786 -2.02394 0.3778 -0.0705 -0.2644 -0.845
O -2.67702 -4.74942 -1.36987 -0.0701 0.0972 0.1458 -0.207
C -4.08416 -4.59072 -1.45986 -0.0558 -0.3025 -0.3000 -0.740
C -4.51535 -3.38750 -0.66136 -0.6198 0.1532 0.4371 0.679
C -5.95944 -3.57926 -0.17882 -0.1072 0.3124 -0.3248 -1.745
N -4.40926 -2.12476 -1.38572 0.1194 0.1063 0.0350 -0.602
H -1.13008 -5.89939 -2.00532 -0.0343 0.0410 0.1425 0.258
H -2.51226 -5.91046 -3.08110 -0.1754 -0.0814 0.1109 0.310
H -2.57176 -6.81668 -1.52303 -0.1113 0.0100 -0.1131 0.318
H -4.37819 -4.44808 -2.51217 0.0617 -0.0650 0.0390 0.397
H -4.60216 -5.49709 -1.11290 0.2176 0.0031 0.1001 0.378
H -3.90105 -3.33681 0.24180 0.0380 0.0422 -0.0716 0.092
H -6.10282 -4.45994 0.44641 0.1342 -0.0640 -0.0204 0.380
H -6.62574 -3.64631 -1.04609 -0.0090 -0.0682 0.0799 0.320
H -6.26041 -2.69498 0.38048 -0.0032 -0.0233 0.0218 0.396
H -4.51134 -2.26476 -2.38237 -0.0615 0.0089 -0.0105 0.268
H -3.52679 -1.65263 -1.23259 0.0805 -0.0507 0.0067 0.309
C -2.04977 5.75836 -0.90652 -0.6655 0.0488 -0.3816 -0.780
O -0.76929 5.23886 -0.70383 0.2890 0.0062 0.4158 -0.206
C 0.21703 5.80941 -1.53194 0.4217 0.1623 -0.0584 -0.735
C 0.25707 5.09075 -2.86044 -0.9134 -0.8654 -0.5973 0.733
C 0.60097 3.61958 -2.64719 0.4501 0.3155 0.2192 -1.375
N 1.18200 5.69213 -3.80613 0.1654 0.4852 0.0120 -0.739
H -2.07777 6.85052 -0.80471 0.0782 -0.0355 0.0845 0.311
H -2.72150 5.31188 -0.17610 0.1114 0.0280 0.1400 0.247
H -2.46099 5.50584 -1.89675 0.1566 0.0566 0.0754 0.306
H 0.04397 6.88832 -1.65265 -0.0320 -0.0414 -0.0588 0.354
H 1.19104 5.68532 -1.04730 -0.1230 0.0138 0.1329 0.317
H -0.77786 5.07591 -3.24960 0.0939 0.2399 0.0044 0.112
H 1.60421 3.55361 -2.21126 -0.0145 -0.1076 -0.1164 0.305
H 0.58741 3.07776 -3.59213 -0.0188 -0.0792 0.0016 0.432
H -0.09995 3.17033 -1.94709 -0.0704 -0.0674 -0.0797 0.215
H 1.13812 5.22306 -4.70278 0.0444 -0.1979 0.0942 0.258
H 0.91793 6.65252 -4.00605 0.0447 -0.0042 0.1473 0.249
O -2.23162 -4.75114 1.53673 -0.1375 0.0096 0.0625 -0.587
H -1.56318 -5.41958 1.70498 0.0471 -0.0229 0.0307 0.284
H -2.41601 -4.80724 0.58809 0.1658 -0.0466 -0.1646 0.350
O 2.47629 1.03979 4.23085 -0.0359 0.1356 -0.1444 -0.757
H 1.76862 0.63287 3.71667 -0.1030 0.0410 0.0102 0.295
H 3.28498 0.75645 3.77148 0.0017 -0.3220 0.1899 0.420

***

(2)
75
Properties=species:S:1:pos:R:3:forces:R:3:mulliken_charge:R:1 method="wB97M-V/def2-TZVPD" homo_ev=-9.6 total_energy_ha=-1465.96319 smiles=OCCO.OCCO.OCCO.CCO.CCO.CCO.CCO.CCO orbital_gap_ha=0.368 lumo_ev=0.39
O 1.80453 0.39710 -5.19191 -0.0265 0.0715 0.0396 -0.474
C 1.05033 -0.80047 -5.07947 0.1615 -0.3724 -0.1701 -0.479
C -0.30356 -0.46649 -4.49904 0.1897 0.4714 0.1803 0.185
O -1.08135 -1.64521 -4.51589 -0.1849 0.0383 0.0998 -0.556
H 2.25397 0.43045 -6.03881 -0.0197 -0.0724 0.0032 0.282
H 0.91318 -1.31167 -6.03918 -0.0405 0.2275 -0.0188 0.472
H 1.57169 -1.52137 -4.43602 -0.0553 0.1306 0.0715 0.123
H -0.75781 0.34621 -5.07927 0.0031 -0.1616 -0.1355 0.395
H -0.17350 -0.06787 -3.47917 -0.0248 -0.1565 -0.0672 -0.252
H -1.98107 -1.39859 -4.28294 -0.0420 -0.1475 0.0097 0.329
O 0.03039 -0.40316 3.74709 0.6037 -0.1405 0.0940 -0.669
C 1.23174 -1.18725 3.79278 -0.4958 -0.7953 -0.3919 -0.099
C 2.07793 -0.88533 5.00215 0.0840 -0.0317 0.3542 -0.654
O 3.08690 0.07879 4.79418 -0.0946 0.3546 0.0043 -0.570
H -0.42081 -0.68139 2.92836 -0.1943 0.1961 -0.0305 0.340
H 0.94825 -2.25396 3.81849 -0.0350 0.1901 0.1485 0.342
H 1.81186 -1.07851 2.86889 0.0908 0.2780 0.1149 0.135
H 2.58933 -1.79971 5.31236 0.0500 0.0256 -0.1280 0.397
H 1.41753 -0.61346 5.83657 0.0005 0.0742 -0.0766 0.258
H 2.67083 0.95725 4.78445 -0.0108 -0.1291 -0.0483 0.429
O 1.27240 3.90293 -1.27382 -0.2460 -0.0618 -0.1477 -0.523
C 0.70527 4.38031 -2.48704 0.0800 -0.0760 0.1871 -0.285
C -0.73124 3.90824 -2.63697 0.0907 0.1144 -0.2251 0.219
O -1.34938 4.55172 -3.75001 -0.1081 -0.0771 0.0446 -0.562
H 1.98125 3.28893 -1.51336 0.1612 0.1313 0.0539 0.302
H 0.68854 5.47356 -2.47869 0.0953 -0.0131 -0.0220 0.281
H 1.30416 4.04367 -3.33908 -0.0358 0.0848 -0.0534 0.255
H -1.28940 4.19468 -1.74595 -0.0514 -0.0843 0.0287 0.264
H -0.77417 2.82141 -2.75797 0.0223 -0.0118 0.1385 -0.292
H -1.20953 4.00885 -4.52958 0.0489 0.0630 -0.0295 0.319
C -0.92033 3.66209 4.51397 -0.2813 -0.0197 -0.0424 -1.060
C 0.37493 3.19487 3.90113 0.3020 -0.7269 0.1065 -0.021
O 0.93389 2.08487 4.62149 0.0445 0.2381 -0.0827 -0.542
H -1.62454 2.83007 4.57940 0.0238 -0.0169 0.0241 0.270
H -1.38402 4.42533 3.88384 0.0575 0.0930 0.1133 0.368
H -0.76299 4.05277 5.51806 -0.0141 0.0540 0.0045 0.291
H 1.13199 3.97606 3.91938 -0.0069 0.0943 -0.0686 0.325
H 0.20891 2.89524 2.86080 0.0735 0.1224 -0.0404 0.000
H 0.51746 1.26192 4.30510 -0.1962 0.1082 -0.0374 0.463
C -4.32306 -3.08848 2.08959 -0.3662 0.5235 -0.3522 -1.100
C -3.09091 -3.88275 2.36685 0.3637 -0.7290 0.3675 -0.001
O -2.99357 -4.95762 1.39013 -0.0846 0.4529 0.1799 -0.613
H -5.19173 -3.74471 2.11004 -0.0684 0.0453 0.0485 0.354
H -4.29109 -2.60071 1.11148 0.0905 -0.1465 -0.0183 0.229
H -4.45538 -2.28632 2.81803 0.0497 -0.1302 0.0999 0.336
H -3.15433 -4.31316 3.37176 -0.0098 -0.0578 -0.0930 0.449
H -2.17049 -3.29504 2.34640 -0.0794 0.1346 -0.1402 0.079
H -2.65527 -5.74407 1.82433 0.0947 0.0132 -0.0200 0.282
C 3.01977 0.51108 -0.70401 -0.6084 -0.7888 -0.3062 -0.531
C 3.03652 0.91187 -2.15686 0.0672 0.3807 -0.2123 -0.104
O 3.35544 2.30783 -2.30325 -0.0032 -0.2035 -0.1456 -0.592
H 4.01960 0.50410 -0.28041 -0.0311 0.2356 0.2828 0.446
H 2.60843 -0.50573 -0.62120 0.2731 0.0320 -0.0431 0.032
H 2.30049 1.12805 -0.16886 0.3843 0.3073 0.2525 0.151
H 2.05761 0.80400 -2.62072 -0.0496 -0.0509 0.0491 -0.104
H 3.73378 0.31888 -2.75254 0.0010 -0.0711 0.0480 0.440
H 4.30609 2.42041 -2.21742 -0.0174 0.0762 0.0929 0.278
C 0.41336 -2.93231 -1.66651 0.3542 0.1741 0.1657 -0.470
C -0.85034 -3.71863 -1.38281 -0.0057 0.7516 0.3364 -0.492
O -1.45791 -3.19544 -0.18611 0.1341 -0.1204 -0.3921 -0.497
H 1.03105 -3.43438 -2.41246 -0.0814 -0.0258 -0.0411 0.514
H 1.01223 -2.81639 -0.75757 -0.0793 -0.1937 -0.0079 0.282
H 0.21679 -1.92297 -2.03368 -0.2044 -0.0769 -0.0276 -0.291
H -0.61019 -4.76964 -1.22563 -0.0856 -0.0986 -0.1309 0.386
H -1.55172 -3.58373 -2.20943 0.0416 -0.3302 -0.0918 0.275
H -2.03813 -3.87952 0.17643 -0.1063 -0.1555 0.1030 0.210
C -1.56464 0.45505 -0.65405 -0.0706 0.0489 -0.1582 -0.782
C -0.60780 0.21615 0.48816 0.1748 -0.9837 0.2266 0.596
O -1.01734 -0.91099 1.29822 -0.2019 0.6773 -0.1972 -0.410
H -2.59572 0.38324 -0.30520 -0.0114 0.1691 0.0116 0.352
H -1.42925 -0.29804 -1.43547 -0.0254 -0.0421 0.0648 0.142
H -1.39364 1.43385 -1.10642 -0.0631 -0.0237 0.0770 -0.048
H -0.51431 1.06700 1.15859 -0.1195 0.0746 0.0168 0.200
H 0.38793 -0.02492 0.10530 0.0224 0.2520 -0.0660 -0.152
H -1.35582 -1.60884 0.71095 0.3024 -0.1872 0.0151 0.153

***

(3)
76
Properties=species:S:1:pos:R:3:forces:R:3:mulliken_charge:R:1 method="wB97M-V/def2-TZVPD" homo_ev=-9.7 total_energy_ha=-1541.12948 smiles=OCCO.OCCO.OCCO.OCCO.CCO.CCO.CCO.CCO orbital_gap_ha=0.372 lumo_ev=0.41
O 3.36312 -0.21133 4.60644 -0.8517 0.4695 -1.6415 -0.471
C 3.12480 -1.58990 4.35999 2.8413 0.3422 0.9343 -0.148
C 2.82781 -2.24348 5.67293 1.3601 -2.1649 -0.6781 -0.493
O 3.76589 -1.77120 6.62101 1.5959 -1.6099 0.9221 -0.554
H 3.87166 -0.08501 5.39017 0.6272 -0.3313 0.9820 0.300
H 2.28268 -1.66326 3.76664 -1.5721 -0.0862 -1.6579 0.266
H 4.05764 -2.05057 3.85223 -1.4519 0.5125 0.7019 0.200
H 2.81475 -3.36618 5.51128 0.3574 1.0174 0.4303 0.330
H 1.89042 -2.02687 6.06866 -1.8209 0.7835 0.3490 0.262
H 4.44105 -2.47940 6.80619 -1.0611 1.2132 -0.3189 0.314
O -1.02418 -4.05039 -0.20605 0.0624 -1.2228 0.4584 -0.602
C -1.74851 -3.00760 0.30929 -1.3065 1.6096 0.4248 -0.127
C -2.84951 -2.44977 -0.59291 -0.4752 0.7291 0.6917 -0.679
O -3.03144 -1.04802 -0.51915 -0.5335 0.5129 1.0202 -0.398
H -0.58470 -3.75874 -0.99754 0.4339 0.5071 -0.5891 0.340
H -2.14569 -3.22497 1.31067 -0.0050 -0.6035 -0.3992 0.355
H -1.22034 -2.09262 0.49810 1.3869 0.4585 0.1208 0.055
H -3.82169 -2.75041 -0.33968 -1.2981 -1.2189 0.5354 0.378
H -2.75414 -2.64074 -1.61192 0.8148 -1.1341 -1.8438 0.400
H -2.30007 -0.58011 -0.90082 0.9796 0.5184 -0.5524 0.329
O 2.47504 3.33282 2.63832 -0.3638 -0.0692 -0.1601 -0.535
C 1.09867 3.04683 2.40248 -0.5401 -2.0103 1.6549 -0.639
C 0.89325 1.49180 2.39141 0.3298 1.0213 1.7675 -0.086
O 0.87832 0.89496 3.73616 -1.0036 1.0272 -1.8753 -0.578
H 2.48901 4.27761 2.72724 0.5387 0.7320 0.1980 0.247
H 0.50021 3.36720 3.29544 0.3248 0.0998 -0.8063 0.334
H 0.70920 3.49450 1.49249 0.1283 0.0829 -0.2333 0.394
H 1.67201 0.99857 1.82025 -0.1334 -0.0244 -0.5126 0.235
H -0.10759 1.38485 2.04179 -0.6254 -0.6231 -0.6472 0.307
H 1.76377 1.00576 4.03886 1.2932 -0.2587 0.7578 0.259
O -1.46285 1.27222 -4.57587 -0.2445 0.3083 -0.9807 -0.607
C -2.89306 1.32722 -4.52964 -0.2283 0.4476 0.0269 -0.551
C -3.37336 2.46103 -3.62912 -1.1043 -1.3466 0.3201 -0.191
O -4.82430 2.23043 -3.51660 1.7276 0.8069 0.4947 -0.546
H -1.30966 1.37060 -5.52267 0.8532 -0.0951 0.3491 0.344
H -3.29513 1.51401 -5.51905 -0.0363 0.0797 -0.3229 0.520
H -3.27039 0.35003 -4.26635 -0.2614 -0.1661 0.6451 0.168
H -3.17633 3.41562 -4.12177 -0.0479 0.0332 0.2520 0.259
H -2.84876 2.39579 -2.64062 -0.5615 0.2305 -0.7039 0.202
H -4.96235 2.03652 -2.57504 -0.3782 -0.2846 -0.2295 0.349
C -5.19884 0.95237 1.24351 -0.7511 1.2243 -2.6376 -1.046
C -5.82291 0.26676 0.00214 -0.5703 -1.4516 2.3372 -0.267
O -5.24509 0.51631 -1.22286 -0.3477 1.1117 -0.7397 -0.493
H -4.20140 0.61763 1.30538 1.2537 -0.3137 0.3344 0.194
H -5.74657 0.73398 2.11258 -0.7074 -0.4614 1.1833 0.416
H -5.22427 2.03455 1.08363 0.1852 0.0172 0.1804 0.280
H -6.87480 0.44191 -0.12067 -0.6121 0.6696 0.1834 0.444
H -5.81858 -0.80451 0.31475 0.2969 0.1798 -0.8024 0.156
H -4.49838 -0.04950 -1.32033 1.2860 -0.8456 0.0475 0.377
C 5.54697 0.76604 2.06086 2.0990 -0.2498 0.5444 -0.843
C 5.08246 1.35852 0.76038 1.7747 -1.0698 -0.8175 -0.371
O 3.82861 1.90867 0.73414 -1.2274 0.3608 0.2410 -0.404
H 5.01382 1.04757 2.95085 -0.3767 0.2839 0.2686 0.258
H 6.65983 0.95778 2.23630 -1.4012 0.0252 -0.2116 0.305
H 5.50017 -0.29952 1.95028 -0.2718 -0.7286 0.4449 0.212
H 5.21056 0.52032 0.04171 -0.8550 0.5656 -0.0483 0.353
H 5.82836 2.04703 0.41439 0.4433 0.9400 -0.1977 0.303
H 3.71785 2.48245 1.51863 -0.2265 -0.2605 -0.4464 0.265
C 1.32331 -2.42257 -4.48837 -0.0887 0.1383 -0.4666 -1.181
C 0.35514 -2.98400 -3.49770 -1.4899 -0.4523 0.0698 -0.146
O 0.21640 -2.23520 -2.27950 0.3183 -0.7637 -0.3681 -0.331
H 0.90226 -1.53532 -4.92553 -0.1187 0.6646 -0.1776 0.215
H 1.45602 -3.11111 -5.32430 0.1130 -0.1654 0.1204 0.401
H 2.27944 -2.16608 -4.06593 0.4127 -0.0586 0.2665 0.303
H 0.64873 -3.98623 -3.18844 0.0714 -0.0524 0.0231 0.364
H -0.64846 -3.09283 -4.02031 0.9218 0.0825 0.6869 0.286
H -0.38113 -1.49627 -2.40584 -0.1959 0.6054 -0.0862 0.173
C 1.41258 0.97210 -2.13538 -0.5267 -0.4267 2.2696 -1.204
C 0.07298 1.13548 -1.42216 -1.8272 -0.3949 -1.5437 0.119
O -1.09968 0.39368 -1.99930 1.2296 -0.0319 0.1381 -0.448
H 1.76849 -0.04717 -2.15805 0.0033 -0.4023 0.4628 0.211
H 2.07727 1.58543 -1.51948 0.3674 -0.0970 -0.3559 0.341
H 1.41433 1.26374 -3.13051 -0.2187 1.0869 -1.8422 0.405
H -0.30272 2.17194 -1.48115 0.6888 -0.1606 0.5320 0.316
H 0.07291 0.73354 -0.42493 0.3733 0.2723 0.5232 0.067
H -1.24085 0.74468 -2.89200 0.2239 -0.1346 0.0001 0.026